P.
Entry from the Open Molecules 2025 dataset: the molecule C7H14N2O3 (ωB97M-V/def2-TZVPD).

Output
LUMO level: 0.44 eV
HOMO-LUMO gap: 9.48 eV
SMILES string: CCCCN(COC(C)=O)N=O

```
26
Properties=species:S:1:pos:R:3:nbo_charge:R:1
C 2.68 -0.51 0.33 -0.65
C 2.37 -0.68 -1.16 -0.38
C 1.17 -1.61 -1.60 -0.43
C -0.04 -0.95 -0.99 -0.24
N -0.45 -1.17 0.41 -0.20
C -1.67 -0.29 0.86 0.07
O -1.49 1.03 0.64 -0.51
C -2.39 1.96 0.80 0.78
C -1.72 3.30 0.61 -0.72
O -3.59 1.73 0.98 -0.59
N -0.45 -2.29 0.94 0.20
O -0.64 -2.36 2.19 -0.44
H 3.73 -0.11 0.33 0.23
H 1.84 -0.02 0.95 0.23
H 2.81 -1.61 0.61 0.21
H 3.22 -1.09 -1.77 0.20
H 2.11 0.31 -1.64 0.18
H 1.16 -2.66 -1.27 0.23
H 1.28 -1.59 -2.68 0.23
H -0.91 -1.42 -1.48 0.21
H 0.02 0.23 -1.04 0.22
H -1.84 -0.53 1.95 0.24
H -2.51 -0.53 0.32 0.18
H -1.32 3.55 1.71 0.26
H -2.48 4.07 0.38 0.24
H -0.88 3.23 -0.35 0.25
```

Q.
Entry from the Open Molecules 2025 dataset: a 2-piece molecular cluster, C7H14N2O3 overall (ωB97M-V/def2-TZVPD).

Output
LUMO level: 0.77 eV
HOMO-LUMO gap: 9.54 eV
SMILES string: C[C@H](O)[C@H](C)O.Nc1cnoc1

```
26
Properties=species:S:1:pos:R:3:nbo_charge:R:1
C -1.27 -1.02 0.36 -0.63
C -2.74 -0.69 0.65 0.08
O -3.52 -1.53 -0.19 -0.72
C -3.04 0.76 0.31 0.08
C -2.83 0.97 -1.19 -0.64
O -2.20 1.68 1.03 -0.72
H -1.05 -2.00 0.79 0.21
H -1.06 -1.07 -0.70 0.23
H -0.62 -0.28 0.86 0.22
H -3.01 -0.90 1.70 0.15
H -4.43 -1.24 -0.15 0.46
H -4.09 0.97 0.54 0.15
H -3.32 0.23 -1.80 0.23
H -3.24 1.95 -1.45 0.21
H -1.77 0.94 -1.42 0.22
H -2.30 1.51 1.97 0.46
N 4.79 0.15 0.84 -0.80
C 3.59 0.07 0.10 0.02
C 2.86 -1.14 -0.11 -0.07
N 1.69 -0.90 -0.67 -0.11
O 1.64 0.47 -0.96 -0.28
C 2.81 1.00 -0.54 0.06
H 4.63 -0.36 1.72 0.38
H 5.00 1.12 1.05 0.37
H 3.21 -2.14 0.08 0.22
H 3.02 2.04 -0.81 0.21
```

Relative stability in eV, measured from the most stable structure: P 2.771; Q 0.000